# 1
Formula: C2H3CsO2
Source: OMol25
Level of theory: the ωB97M-V functional and the def2-TZVPD basis

Properties
**E_LUMO (spin up / spin down)**: -0.1290 / -0.1640 Ha
**Expectation value of S²**: 0.76
**Relative energy (zero: lowest compared OMol25 entry of this formula, charge and spin)**: 88.29 kcal/mol
**HOMO energy (spin up / spin down)**: -11.72 / -11.34 eV
**Frontier orbital gap (spin up / spin down)**: 8.21 / 6.88 eV
**Energy**: -248.2416 Eh

```
! wB97M-V def2-TZVPD RIJCOSX def2/J DEFGRID3
* xyz 1 2
C -0.05 0.96 0.69
C -0.07 -0.45 0.17
O 0.78 -0.83 -0.74
O -0.90 1.44 1.46
H -1.16 -0.53 -0.09
H -0.87 2.41 1.58
Cs 2.17 -2.13 -4.30
H 0.10 -0.86 1.23
*
```

---

# 2
Formula: C2H3F2I
Source: OMol25
Level of theory: the ωB97M-V functional and the def2-TZVPD basis

Properties
**Structure (SMILES)**: CC(F)(F)I
**E_LUMO**: -0.0070 Ha
**Relative energy (zero: lowest compared OMol25 entry of this formula, charge and spin)**: 12.87 kcal/mol
**HOMO energy**: -9.88 eV
**Frontier orbital gap**: 9.69 eV
**Energy**: -575.4061 Eh

```
! wB97M-V def2-TZVPD RIJCOSX def2/J DEFGRID3
* xyz 0 1
C 0.19 -0.07 -0.08
C 0.88 -1.09 -1.08
F 0.89 -0.68 -2.36
F 0.25 -2.35 -1.09
I 3.05 -1.38 -0.34
H 0.78 0.89 0.18
H -0.76 0.15 -0.59
H 0.10 -0.69 0.96
*
```

---

# 3
Formula: C2H3F2IO
Source: OMol25
Level of theory: the ωB97M-V functional and the def2-TZVPD basis

Properties
**E_LUMO**: -0.0192 Ha
**Relative energy (zero: lowest compared OMol25 entry of this formula, charge and spin)**: 41.22 kcal/mol
**HOMO energy**: -10.17 eV
**Frontier orbital gap**: 9.65 eV
**Energy**: -650.6170 Eh

```
! wB97M-V def2-TZVPD RIJCOSX def2/J DEFGRID3
* xyz 0 1
C -0.52 0.86 0.26
C 0.06 -0.42 -0.12
O 1.83 -0.30 -0.33
F -0.06 -1.42 0.74
F -0.25 -0.90 -1.36
I -2.71 0.49 0.14
H -0.34 1.39 1.21
H -0.31 1.41 -0.60
H 2.29 -1.09 0.05
*
```

---

# 4
Formula: C2H3F2IO
Source: OMol25
Level of theory: the ωB97M-V functional and the def2-TZVPD basis

Properties
**Structure (SMILES)**: OC(F)(F)CI
**E_LUMO**: -0.0080 Ha
**Relative energy (zero: lowest compared OMol25 entry of this formula, charge and spin)**: 30.54 kcal/mol
**HOMO energy**: -9.96 eV
**Frontier orbital gap**: 9.74 eV
**Energy**: -650.6340 Eh

```
! wB97M-V def2-TZVPD RIJCOSX def2/J DEFGRID3
* xyz 0 1
O 0.27 1.20 -0.78
C -0.73 -0.11 -0.78
F -0.73 -0.51 -2.07
F -1.95 0.46 -0.54
C -0.22 -1.12 0.18
I -1.85 -2.50 0.75
H -0.31 1.88 -0.38
H 0.61 -1.86 -0.27
H 0.23 -0.93 1.21
*
```

---

# 5
Formula: C2H3F2IO
Source: OMol25
Level of theory: the ωB97M-V functional and the def2-TZVPD basis

Properties
**Structure (SMILES)**: O[C@@H](I)C(F)F
**E_LUMO**: -0.0044 Ha
**Relative energy (zero: lowest compared OMol25 entry of this formula, charge and spin)**: 24.79 kcal/mol
**HOMO energy**: -9.73 eV
**Frontier orbital gap**: 9.61 eV
**Energy**: -650.6432 Eh

```
! wB97M-V def2-TZVPD RIJCOSX def2/J DEFGRID3
* xyz 0 1
O 0.22 -0.71 1.36
C -0.16 -0.53 0.06
I -2.48 -0.36 -0.18
C 0.33 0.79 -0.46
F 1.73 0.70 -0.54
F 0.09 1.79 0.38
H 0.46 -1.67 1.43
H -0.02 -1.20 -0.73
H -0.17 1.21 -1.32
*
```

---

# 6
Formula: C2H3F2N
Source: OMol25
Level of theory: the ωB97M-V functional and the def2-TZVPD basis

Properties
**E_LUMO**: 0.0381 Ha
**Relative energy (zero: lowest compared OMol25 entry of this formula, charge and spin)**: 20.40 kcal/mol
**HOMO energy**: -11.93 eV
**Frontier orbital gap**: 12.97 eV
**Energy**: -332.4253 Eh

```
! wB97M-V def2-TZVPD RIJCOSX def2/J DEFGRID3
* xyz 0 1
C 2.29 0.09 0.42
C -1.59 0.17 0.26
N 2.77 -0.16 -0.61
F -1.50 -0.81 1.19
F -2.50 -0.25 -0.67
H -0.59 0.30 -0.04
H -1.96 1.01 0.95
H 3.07 -0.34 -1.50
*
```

---

# 7
Formula: C2H3F2NO
Source: OMol25
Level of theory: the ωB97M-V functional and the def2-TZVPD basis

Properties
**Structure (SMILES)**: O/N=C\C(F)F
**E_LUMO**: 0.0213 Ha
**Relative energy (zero: lowest compared OMol25 entry of this formula, charge and spin)**: 76.20 kcal/mol
**HOMO energy**: -10.56 eV
**Frontier orbital gap**: 11.14 eV
**Energy**: -407.6349 Eh

```
! wB97M-V def2-TZVPD RIJCOSX def2/J DEFGRID3
* xyz 0 1
O -1.32 -1.17 0.55
N -0.08 -0.83 1.18
C 0.57 0.07 0.54
C 0.31 0.57 -0.90
F 1.17 -0.16 -1.62
F 0.73 1.89 -0.84
H -2.06 -1.54 1.27
H 1.49 0.51 1.08
H -0.80 0.65 -1.26
*
```

---

# 8
Formula: C2H3F2NO2
Source: OMol25
Level of theory: the ωB97M-V functional and the def2-TZVPD basis

Properties
**Structure (SMILES)**: O=C(NO)C(F)F
**E_LUMO**: 0.0314 Ha
**Relative energy (zero: lowest compared OMol25 entry of this formula, charge and spin)**: 2.54 kcal/mol
**HOMO energy**: -9.95 eV
**Frontier orbital gap**: 10.81 eV
**Energy**: -482.9305 Eh

```
! wB97M-V def2-TZVPD RIJCOSX def2/J DEFGRID3
* xyz 0 1
O -1.41 0.50 -0.82
C -0.40 0.19 -0.23
N -0.04 -1.07 0.02
O -0.87 -2.10 -0.39
C 0.62 1.22 0.29
F 0.79 1.06 1.63
F 1.84 1.00 -0.27
H 0.78 -1.39 0.51
H -1.62 -1.66 -0.84
H 0.31 2.25 0.09
*
```

---

# 9
Formula: C2H3F2PS
Source: OMol25
Level of theory: the ωB97M-V functional and the def2-TZVPD basis

Properties
**Structure (SMILES)**: C=CP(F)(F)=S
**E_LUMO**: 0.0164 Ha
**Relative energy (zero: lowest compared OMol25 entry of this formula, charge and spin)**: 21.89 kcal/mol
**HOMO energy**: -9.74 eV
**Frontier orbital gap**: 10.19 eV
**Energy**: -1017.3183 Eh

```
! wB97M-V def2-TZVPD RIJCOSX def2/J DEFGRID3
* xyz 0 1
C 0.32 -0.46 0.94
C 0.67 0.19 -0.12
P 2.66 -0.06 -0.24
F 3.00 0.04 -1.78
F 2.66 -1.66 -0.20
S 4.11 0.69 0.83
H -0.70 -0.51 1.37
H 1.20 -0.89 1.58
H 0.15 0.60 -0.96
*
```

---

# 10
Formula: C2H3F3N2
Source: OMol25
Level of theory: the ωB97M-V functional and the def2-TZVPD basis

Properties
**Structure (SMILES)**: FC(F)(F)N1CN1
**E_LUMO**: 0.0324 Ha
**Relative energy (zero: lowest compared OMol25 entry of this formula, charge and spin)**: 50.89 kcal/mol
**HOMO energy**: -10.88 eV
**Frontier orbital gap**: 11.76 eV
**Energy**: -487.0438 Eh

```
! wB97M-V def2-TZVPD RIJCOSX def2/J DEFGRID3
* xyz 0 1
F 1.23 0.04 -1.32
C 1.27 0.08 0.05
F 1.85 1.17 0.57
F 2.10 -0.92 0.35
N 0.03 -0.13 0.62
C -1.23 0.37 -0.09
N -0.78 -0.96 -0.26
H -1.20 1.13 -0.81
H -1.94 0.76 0.54
H -1.34 -1.54 0.35
*
```